C44H97BBr2NO14 | the ωB97M-V functional and the def2-TZVPD basis

Each line ends with the Löwdin charge.
Element x y z (Å)
C 3.960 3.749 -2.080  -0.10
C 5.041 2.825 -2.840  -0.64
Br 6.855 3.540 -3.294  0.65
C 4.706 1.504 -3.220  -0.56
Br 6.134 0.468 -4.179  0.64
C 3.306 0.788 -2.985  -0.11
N 2.540 0.806 -4.066  0.20
C 1.243 0.064 -3.788  -0.16
O 1.679 -1.316 -3.885  0.07
B 1.736 -1.792 -5.247  -0.59
O 1.527 -3.211 -5.463  0.13
O 2.032 -1.014 -6.417  0.13
C 1.102 0.236 -2.177  -0.12
C 0.087 -0.798 -1.431  -0.10
O -0.912 -0.076 -0.643  -0.15
C -1.841 0.582 -1.533  -0.22
C -2.912 -0.206 -2.317  0.00
C -3.887 0.514 -3.313  -0.05
C -3.809 2.045 -3.504  -0.06
C -2.731 2.832 -2.702  -0.05
C -1.767 2.112 -1.736  -0.02
C 2.664 0.049 -1.717  -0.01
H 4.440 4.793 -2.013  0.08
H 3.016 3.843 -2.712  0.09
H 3.792 3.328 -1.035  0.09
H 2.728 1.198 -5.004  0.14
H 0.322 0.395 -4.402  0.20
H 1.188 -3.631 -4.643  0.11
H 1.469 -0.214 -6.493  0.09
H 0.920 1.328 -1.845  0.15
H 0.623 -1.506 -0.712  0.13
H -0.497 -1.440 -2.174  0.13
H -2.983 -1.344 -2.164  0.11
H -4.646 -0.111 -3.895  0.09
H -4.491 2.628 -4.200  0.08
H -2.640 3.960 -2.799  0.09
H -0.984 2.693 -1.145  0.10
H 2.956 -1.055 -1.591  0.15
H 2.971 0.717 -0.831  0.14
C 2.087 -5.697 0.763  -0.05
C 1.036 -4.637 1.049  -0.49
C -0.271 -5.262 1.510  -0.05
O 0.807 -3.869 -0.136  -0.07
H 1.758 -6.370 -0.035  0.09
H 3.015 -5.230 0.421  0.06
H 2.301 -6.292 1.655  0.09
H 1.405 -3.950 1.815  0.12
H -0.683 -5.920 0.738  0.08
H -1.020 -4.489 1.699  0.08
H -0.129 -5.843 2.424  0.08
H 0.481 -4.468 -0.821  0.09
C 4.810 -4.323 -3.298  -0.05
C 5.364 -4.373 -1.882  -0.50
C 6.873 -4.187 -1.871  -0.06
O 5.034 -5.624 -1.292  -0.05
H 5.234 -5.124 -3.911  0.09
H 3.726 -4.470 -3.292  0.08
H 5.031 -3.364 -3.774  0.08
H 4.892 -3.593 -1.275  0.12
H 7.369 -4.983 -2.435  0.09
H 7.258 -4.236 -0.848  0.08
H 7.156 -3.224 -2.304  0.08
H 5.442 -6.325 -1.817  0.10
C 5.957 -0.748 1.934  -0.05
C 4.469 -0.887 1.656  -0.47
C 3.907 -2.158 2.271  -0.04
O 4.250 -0.906 0.243  -0.10
H 6.515 -1.585 1.502  0.08
H 6.351 0.164 1.477  0.08
H 6.156 -0.714 3.008  0.08
H 3.938 -0.019 2.056  0.14
H 4.394 -3.044 1.850  0.09
H 2.839 -2.250 2.053  0.07
H 4.044 -2.166 3.355  0.08
H 4.717 -1.671 -0.121  0.07
C -8.356 5.024 -3.816  -0.06
C -7.119 4.732 -2.982  -0.49
C -6.731 5.928 -2.128  -0.06
O -6.033 4.394 -3.846  -0.08
H -8.179 5.859 -4.500  0.09
H -8.617 4.160 -4.433  0.08
H -9.211 5.270 -3.181  0.07
H -7.304 3.866 -2.340  0.14
H -6.497 6.795 -2.754  0.08
H -5.834 5.708 -1.543  0.08
H -7.537 6.201 -1.442  0.08
H -5.861 5.154 -4.419  0.09
C 1.884 3.089 -8.789  -0.05
C 2.712 3.158 -7.516  -0.48
C 4.133 3.617 -7.802  -0.05
O 2.746 1.866 -6.901  -0.09
H 2.314 2.373 -9.496  0.09
H 0.869 2.747 -8.569  0.08
H 1.826 4.066 -9.274  0.09
H 2.240 3.844 -6.807  0.14
H 4.641 2.919 -8.476  0.09
H 4.720 3.650 -6.880  0.08
H 4.142 4.610 -8.258  0.09
H 3.163 1.250 -7.520  0.10
C -2.204 0.588 3.207  -0.05
C -0.774 0.102 3.372  -0.49
C 0.213 1.259 3.332  -0.06
O -0.463 -0.821 2.331  -0.06
H -2.338 1.088 2.242  0.08
H -2.901 -0.254 3.227  0.07
H -2.478 1.286 4.002  0.08
H -0.675 -0.433 4.322  0.13
H 0.163 1.782 2.371  0.07
H 1.238 0.893 3.441  0.07
H 0.011 1.977 4.131  0.08
H -0.547 -0.357 1.485  0.05
C -12.700 3.757 -4.117  -0.06
C -12.537 5.116 -3.455  -0.51
C -13.885 5.728 -3.109  -0.07
O -11.831 5.990 -4.334  -0.07
H -13.261 3.843 -5.053  0.08
H -11.724 3.333 -4.370  0.07
H -13.224 3.058 -3.459  0.08
H -11.935 5.013 -2.547  0.13
H -14.487 5.883 -4.010  0.08
H -13.753 6.709 -2.645  0.08
H -14.444 5.089 -2.421  0.08
H -12.354 6.087 -5.141  0.09
C -3.490 -1.832 6.318  -0.06
C -4.541 -0.773 6.614  -0.50
C -5.845 -1.402 7.079  -0.07
O -4.780 0.000 5.439  -0.07
H -3.825 -2.500 5.518  0.08
H -2.562 -1.366 5.974  0.07
H -3.272 -2.431 7.205  0.08
H -4.168 -0.090 7.383  0.14
H -6.261 -2.056 6.306  0.08
H -6.594 -0.631 7.278  0.08
H -5.698 -1.989 7.989  0.08
H -5.110 -0.595 4.753  0.09
C 2.367 -1.117 6.145  -0.07
C 1.378 -0.689 7.218  -0.50
C 2.092 -0.111 8.430  -0.06
O 0.597 -1.813 7.618  -0.06
H 3.038 -1.896 6.520  0.06
H 1.841 -1.541 5.284  0.07
H 2.971 -0.271 5.805  0.08
H 0.689 0.056 6.807  0.13
H 2.753 -0.856 8.884  0.08
H 1.370 0.181 9.197  0.08
H 2.687 0.764 8.158  0.08
H 1.197 -2.477 7.983  0.09
C 6.360 -4.089 6.287  -0.06
C 6.523 -2.764 7.015  -0.50
C 7.667 -2.819 8.015  -0.06
O 5.312 -2.445 7.698  -0.07
H 6.129 -4.895 6.990  0.08
H 5.527 -4.038 5.580  0.07
H 7.268 -4.353 5.739  0.08
H 6.707 -1.966 6.290  0.13
H 7.482 -3.582 8.778  0.08
H 7.766 -1.865 8.539  0.08
H 8.615 -3.045 7.519  0.08
H 5.140 -3.145 8.342  0.09

- LUMO (Ha) = -0.1482
- M (g/mol) = 1034.9
- multiplicity = 1
- total charge = +1



C18H29F4N7O2STl | the ωB97M-V functional and the def2-TZVPD basis

Each line ends with the natural charge from an NBO analysis.
Element x y z (Å)
Tl 1.674 0.937 -0.926  0.81
C 0.036 -2.400 4.498  -0.63
C 0.194 -1.994 3.034  -0.21
N 0.253 -0.563 2.716  -0.48
C 1.548 0.083 2.967  -0.22
C 1.851 0.564 4.385  -0.64
C -0.903 0.170 3.217  -0.22
C -1.071 1.545 2.589  -0.29
N -1.453 1.427 1.198  -0.34
C -1.828 2.502 0.510  0.00
C -2.359 2.274 -0.794  0.36
F -2.482 1.015 -1.223  -0.30
C -2.748 3.294 -1.621  0.33
F -3.212 2.997 -2.840  -0.30
C -2.650 4.615 -1.219  -0.27
C -2.147 4.882 0.046  0.32
F -2.035 6.145 0.453  -0.29
C -1.749 3.874 0.894  0.37
F -1.242 4.205 2.080  -0.29
H -0.046 -3.486 4.561  0.22
H -0.869 -1.978 4.937  0.21
H 0.884 -2.097 5.108  0.21
H -0.659 -2.407 2.478  0.17
H 1.090 -2.454 2.613  0.21
H 1.630 0.942 2.292  0.18
H 2.314 -0.620 2.641  0.22
H 1.101 1.265 4.753  0.20
H 2.808 1.088 4.384  0.23
H 1.925 -0.255 5.097  0.21
H -0.878 0.294 4.307  0.19
H -1.795 -0.421 2.992  0.21
H -0.151 2.130 2.691  0.22
H -1.832 2.097 3.148  0.22
H -2.951 5.420 -1.873  0.26
N -0.216 -0.826 -0.246  -0.72
N -0.241 -2.100 -0.816  -0.43
C 0.405 -2.408 -1.944  0.33
N 0.268 -3.672 -2.370  -0.78
S 1.339 -1.323 -2.854  -0.37
H 0.023 -0.873 0.755  0.43
H -1.132 -0.394 -0.314  0.40
H -0.724 -2.830 -0.313  0.39
H -0.212 -4.378 -1.837  0.40
H 0.750 -3.945 -3.208  0.43
C -1.996 0.128 -4.593  -0.40
N -0.849 1.027 -4.711  -0.46
C 0.063 0.811 -5.835  -0.40
C -0.377 1.579 -3.619  0.54
N 0.014 2.102 -2.659  -0.55
H -2.552 0.157 -5.529  0.22
H -2.643 0.470 -3.789  0.23
H -1.669 -0.896 -4.397  0.20
H -0.515 0.839 -6.756  0.22
H 0.567 -0.155 -5.749  0.21
H 0.802 1.608 -5.860  0.22
C 4.380 -2.937 -0.868  -0.75
C 3.162 -2.771 -0.045  0.77
O 2.382 -3.711 0.281  -0.34
O 2.714 -1.702 0.419  -0.46
H 4.658 -3.987 -0.925  0.25
H 5.192 -2.349 -0.442  0.26
H 4.161 -2.555 -1.867  0.27

- LUMO (spin up / spin down) (Ha) = -0.2015 / -0.1546
- M (g/mol) = 687.9
- multiplicity = 1
- relative energy (zero: lowest compared OMol25 entry of this formula, charge and spin) (eV) = 2.212
- total charge = +1



C7H15PSi | the ωB97M-V functional and the def2-TZVPD basis

Each line ends with the natural charge from an NBO analysis.
Element x y z (Å)
C -1.936 0.781 -1.501  -1.07
Si -1.718 -0.207 0.220  1.24
C -2.375 1.175 1.440  -1.08
C -2.870 -1.794 0.338  -1.06
P 0.378 -1.055 0.601  0.18
C 1.258 0.197 -0.187  -0.48
C 2.702 0.265 -0.553  -0.31
C 3.517 -0.908 -0.251  -0.42
C 3.814 0.402 0.482  -0.38
H -1.828 -0.013 -2.199  0.22
H -2.806 1.374 -1.868  0.25
H -0.997 1.401 -1.591  0.22
H -3.434 1.345 1.241  0.24
H -2.081 1.001 2.551  0.23
H -1.895 1.997 0.994  0.22
H -2.076 -2.473 0.139  0.22
H -3.160 -1.827 1.370  0.23
H -3.675 -1.773 -0.341  0.24
H 0.608 1.102 -0.256  0.20
H 2.976 0.573 -1.567  0.23
H 3.354 -1.767 0.357  0.23
H 4.195 -1.283 -0.948  0.21
H 3.409 0.470 1.400  0.21
H 4.641 1.017 0.129  0.22

- LUMO (Ha) = -0.0053
- M (g/mol) = 158.3
- multiplicity = 1
- relative energy (zero: lowest compared OMol25 entry of this formula, charge and spin) (eV) = 0.931
- total charge = 0



C31H82N10O8 | the ωB97M-V functional and the def2-TZVPD basis

Each line ends with the Löwdin charge.
Element x y z (Å)
C -7.595 -2.583 1.250  -0.03
C -6.127 -3.082 1.226  -0.51
C -6.072 -4.550 1.646  -0.04
C -5.774 -2.948 -0.262  -0.13
C -4.270 -3.039 -0.497  -0.19
C -3.478 -2.065 0.370  -0.14
C -3.856 -2.130 1.857  -0.50
C -3.044 -3.305 2.411  -0.02
C -3.419 -0.755 2.374  -0.02
N -5.295 -2.260 2.106  -0.12
O -5.698 -2.174 3.443  0.00
H -8.160 -2.477 2.172  0.08
H -7.606 -1.604 0.765  0.06
H -8.052 -3.301 0.562  0.08
H -6.713 -5.226 1.071  0.09
H -5.074 -4.981 1.501  0.07
H -6.297 -4.749 2.699  0.08
H -6.180 -3.826 -0.758  0.12
H -6.097 -1.968 -0.604  0.11
H -3.911 -4.075 -0.545  0.11
H -4.127 -2.770 -1.556  0.11
H -3.664 -1.114 -0.144  0.11
H -2.422 -2.294 0.226  0.12
H -2.044 -3.034 2.774  0.08
H -3.079 -4.177 1.775  0.07
H -3.419 -3.517 3.433  0.08
H -4.030 0.048 1.973  0.06
H -2.382 -0.537 2.106  0.08
H -3.503 -0.790 3.463  0.08
H -5.427 -3.006 3.892  0.10
C -0.750 7.066 -6.040  -0.12
O -0.457 6.144 -5.032  -0.17
C 0.192 5.049 -5.602  -0.25
C 0.257 3.873 -4.623  -0.43
C 0.924 4.254 -3.304  -0.07
N 1.010 2.799 -5.279  0.03
H -1.464 6.612 -6.729  0.09
H 0.151 7.410 -6.555  0.09
H -1.186 7.953 -5.584  0.09
H -0.368 4.592 -6.433  0.13
H 1.210 5.272 -5.954  0.13
H -0.774 3.539 -4.490  0.13
H 0.363 4.994 -2.716  0.08
H 1.986 4.442 -3.427  0.08
H 0.790 3.436 -2.572  0.06
H 1.991 3.001 -5.439  0.07
H 1.005 2.005 -4.643  0.06
C -3.792 3.438 -1.837  -0.11
O -4.124 3.758 -0.529  -0.16
C -4.678 2.651 0.116  -0.24
C -6.099 2.224 -0.217  -0.45
C -7.165 3.278 -0.010  -0.06
N -6.456 1.054 0.563  0.05
H -4.591 2.860 -2.307  0.08
H -2.927 2.762 -1.920  0.07
H -3.551 4.360 -2.351  0.09
H -3.977 1.799 -0.016  0.11
H -4.574 2.737 1.211  0.13
H -6.102 1.994 -1.288  0.13
H -6.851 4.252 -0.396  0.08
H -7.410 3.457 1.041  0.08
H -8.085 2.973 -0.505  0.08
H -6.501 1.260 1.559  0.08
H -5.783 0.288 0.518  0.04
C 3.344 -2.866 4.219  -0.12
O 4.124 -3.114 3.082  -0.21
C 4.970 -4.227 3.255  -0.24
C 5.895 -4.342 2.069  -0.46
C 6.655 -5.644 2.166  -0.08
N 6.856 -3.272 1.893  0.05
H 2.618 -3.690 4.279  0.09
H 2.845 -1.925 4.018  0.07
H 3.859 -2.887 5.183  0.09
H 5.460 -4.167 4.242  0.13
H 4.350 -5.134 3.360  0.13
H 5.200 -4.385 1.225  0.14
H 6.062 -6.559 2.191  0.08
H 7.348 -5.634 3.014  0.08
H 7.318 -5.759 1.304  0.08
H 6.441 -2.375 1.657  0.07
H 7.278 -3.107 2.810  0.08
C -1.141 0.539 -1.273  -0.13
O -0.471 -0.630 -0.916  -0.19
C 0.948 -0.434 -0.865  -0.21
C 1.563 -1.469 0.024  -0.41
C 1.079 -1.284 1.443  -0.05
N 3.049 -1.268 -0.045  0.04
H -1.000 1.312 -0.514  0.10
H -2.197 0.341 -1.450  0.07
H -0.790 0.868 -2.265  0.09
H 1.315 -0.429 -1.908  0.12
H 1.156 0.578 -0.471  0.12
H 1.328 -2.481 -0.302  0.14
H -0.010 -1.381 1.576  0.07
H 1.350 -0.363 1.955  0.07
H 1.362 -2.179 2.016  0.07
H 3.377 -1.943 0.658  0.07
H 3.232 -0.340 0.364  0.03
C 5.506 4.116 4.435  -0.09
O 4.344 3.332 4.730  -0.18
C 4.251 2.124 3.999  -0.23
C 3.855 2.317 2.528  -0.42
C 2.407 2.788 2.398  -0.06
N 4.013 1.058 1.742  0.04
H 5.739 4.741 5.295  0.09
H 5.323 4.751 3.564  0.08
H 6.372 3.465 4.264  0.09
H 5.178 1.518 3.985  0.12
H 3.507 1.528 4.543  0.13
H 4.458 3.138 2.131  0.13
H 1.722 2.056 2.854  0.07
H 2.093 2.960 1.368  0.07
H 2.186 3.701 2.960  0.08
H 5.022 0.936 1.576  0.09
H 3.855 0.310 2.435  0.07
N 3.096 -2.798 -2.623  0.15
C 3.079 -2.310 -3.933  -0.60
N 3.020 -3.311 -4.909  0.14
O 3.187 -1.136 -4.266  0.00
H 3.337 -3.740 -2.409  0.08
H 3.179 -2.143 -1.823  0.05
H 3.015 -3.063 -5.876  0.10
H 2.970 -4.257 -4.610  0.08
N 4.952 1.006 -3.669  0.15
C 4.780 1.886 -2.609  -0.64
N 3.479 1.873 -2.104  0.16
O 5.653 2.673 -2.230  -0.01
H 5.863 0.833 -4.030  0.09
H 4.178 0.360 -3.816  0.03
H 3.361 2.336 -1.223  0.09
H 2.848 1.303 -2.623  0.06

- LUMO (Ha) = 0.0115
- M (g/mol) = 723.1
- multiplicity = 1
- relative energy (zero: lowest compared OMol25 entry of this formula, charge and spin) (eV) = 0.000
- total charge = 0



C24H56F6N4O8Sr | the ωB97M-V functional and the def2-TZVPD basis

Each line ends with the Löwdin charge.
Element x y z (Å)
Sr 0.004 -0.914 0.040  1.44
C 3.024 -2.654 -0.882  -0.51
O 3.680 -1.374 -0.966  -0.10
O 1.734 -2.528 -1.000  -0.26
C 3.618 -3.540 -1.969  -0.56
F 3.330 -3.130 -3.219  0.14
F 4.953 -3.628 -1.879  0.14
F 3.126 -4.794 -1.856  0.13
C 4.770 -1.155 -0.117  -0.29
C 5.850 -0.383 -0.832  -0.07
H 6.281 -0.930 -1.676  0.08
H 5.453 0.553 -1.231  0.07
H 6.686 -0.142 -0.172  0.08
H 5.138 -2.049 0.393  0.12
H 4.438 -0.510 0.722  0.11
H 3.300 -3.153 0.076  0.15
C -1.872 -0.034 3.073  -0.51
O -1.509 1.359 2.836  -0.13
O -1.186 -0.796 2.291  -0.24
C -1.698 -0.393 4.552  -0.55
F -2.629 0.210 5.330  0.12
F -1.813 -1.710 4.759  0.14
F -0.496 -0.016 5.033  0.13
C -2.285 2.367 3.418  -0.29
C -2.067 3.648 2.626  -0.06
H -1.008 3.778 2.371  0.06
H -2.567 3.598 1.651  0.07
H -2.428 4.548 3.119  0.08
H -2.109 2.536 4.484  0.12
H -3.356 2.116 3.347  0.12
H -2.962 -0.109 2.838  0.15
C -0.661 -4.253 1.443  -0.04
C -1.691 -4.074 0.345  -0.40
C -3.009 -3.533 0.808  -0.21
O -3.987 -3.873 -0.158  -0.19
C -5.291 -3.552 0.257  -0.12
N -1.125 -3.168 -0.701  -0.04
H -1.099 -4.704 2.337  0.09
H -0.242 -3.309 1.785  0.04
H 0.117 -4.925 1.080  0.09
H -1.798 -5.049 -0.139  0.14
H -2.957 -2.444 0.942  0.12
H -3.270 -3.968 1.783  0.13
H -5.396 -2.504 0.562  0.08
H -5.624 -4.223 1.057  0.09
H -5.947 -3.714 -0.600  0.09
H -0.207 -3.538 -0.989  0.06
H -1.664 -3.317 -1.555  0.09
C 3.154 0.574 -3.555  -0.05
C 2.179 1.076 -2.499  -0.41
C 1.714 2.470 -2.849  -0.21
O 1.038 3.059 -1.760  -0.23
C 0.691 4.415 -1.963  -0.08
N 1.014 0.158 -2.355  0.01
H 2.625 0.411 -4.502  0.09
H 3.632 -0.362 -3.276  0.07
H 3.945 1.304 -3.757  0.08
H 2.690 1.125 -1.535  0.13
H 1.047 2.416 -3.730  0.13
H 2.581 3.071 -3.155  0.13
H 1.380 5.092 -1.458  0.09
H -0.340 4.543 -1.625  0.08
H 0.678 4.670 -3.029  0.09
H 0.482 0.194 -3.225  0.07
H 1.448 -0.778 -2.410  0.06
C 2.092 2.919 2.051  -0.03
C 1.771 1.537 1.459  -0.41
C 1.889 0.421 2.470  -0.18
O 1.810 -0.836 1.785  -0.33
C 1.910 -1.906 2.701  -0.09
N 0.512 1.510 0.704  -0.02
H 1.816 3.686 1.328  0.07
H 3.156 2.998 2.269  0.08
H 1.509 3.063 2.965  0.08
H 2.563 1.331 0.726  0.13
H 1.213 0.509 3.323  0.13
H 2.935 0.446 2.814  0.14
H 1.025 -1.952 3.341  0.09
H 2.840 -1.837 3.280  0.10
H 2.004 -2.836 2.135  0.09
H 0.582 2.172 -0.070  0.05
H -0.262 1.827 1.295  0.06
C -3.849 0.811 -0.523  -0.03
C -2.917 0.924 -1.722  -0.40
C -2.091 2.180 -1.755  -0.20
O -2.846 3.338 -2.057  -0.19
C -3.377 3.400 -3.368  -0.10
N -2.057 -0.299 -1.797  0.00
H -4.265 1.797 -0.306  0.09
H -3.386 0.376 0.366  0.07
H -4.708 0.180 -0.775  0.08
H -3.564 0.864 -2.604  0.12
H -1.272 2.078 -2.486  0.12
H -1.621 2.410 -0.797  0.12
H -3.834 4.385 -3.440  0.09
H -4.146 2.643 -3.542  0.08
H -2.602 3.297 -4.138  0.09
H -2.667 -1.094 -1.634  0.06
H -1.670 -0.404 -2.728  0.07

- LUMO (Ha) = 0.0032
- M (g/mol) = 730.3
- multiplicity = 1
- relative energy (zero: lowest compared OMol25 entry of this formula, charge and spin) (eV) = 0.000
- total charge = 0